The following is a DFT calculation (wB97M-V/def2-TZVPD) of a structure of composition C24H22KN5O2.

Last column: natural (NBO) charge in e.
Element x y z (Å)
H  -3.281468  -4.814372  2.689199  0.19
H  -3.617030  -3.168097  -1.190717  0.19
C  -1.027626  -0.896437  -3.733266  0.07
H  -1.302514  -2.230261  -5.488374  0.17
N  -1.483060  -0.910354  -2.466127  -0.58
C  3.631353  -4.091117  2.276594  -0.32
C  1.391450  -3.675321  3.050708  -0.28
C  3.923325  1.598695  -2.808518  -0.18
N  2.081777  1.046956  -0.813400  -0.48
C  -1.075128  -2.226553  2.543445  0.15
C  2.915562  2.510443  -2.501807  -0.31
O  -0.559727  2.140865  1.421830  -0.83
H  2.823894  3.444887  -3.038340  0.20
H  4.321562  -2.844140  0.689893  0.22
H  4.758957  -0.311925  -2.323860  0.21
C  2.558899  -4.368900  3.148319  -0.19
H  1.226889  2.839869  -1.206971  0.20
H  -3.716157  -0.819755  4.140767  0.20
H  -4.630910  -3.100533  3.838639  0.19
C  -1.624426  -3.509877  2.367942  -0.23
C  -2.905650  -2.352648  -1.062005  -0.62
C  -2.260736  -2.005467  -2.361240  0.07
O  -0.040753  1.859851  3.577110  -0.76
C  0.190271  2.124206  2.402156  0.64
C  -2.318264  -2.703525  -3.565284  -0.39
C  -1.854849  -1.256592  3.196891  -0.26
K  -0.188338  0.157317  0.276268  0.89
N  2.162729  -1.327365  0.358274  -0.14
H  0.570687  -3.893697  3.725096  0.21
N  3.181130  -0.991257  -0.387968  -0.36
H  4.548956  -4.666227  2.345371  0.19
H  -2.875747  -3.610183  -3.767850  0.17
H  -2.144614  -2.663120  -0.343622  0.20
C  3.507218  -3.089933  1.357086  -0.16
H  0.892770  0.034503  -3.735797  0.19
C  -0.090271  0.171320  -4.191305  -0.62
C  2.031544  2.170494  -1.486481  0.06
C  -3.119824  -1.574405  3.642635  -0.19
C  2.317340  -2.333148  1.218326  0.04
C  -2.881855  -3.816049  2.832200  -0.23
H  0.015466  0.142767  -5.276094  0.18
H  -1.036960  -4.241093  1.828096  0.20
C  3.041728  0.149841  -1.099304  0.34
C  1.194590  -2.640261  2.074108  0.22
H  4.628751  1.815066  -3.605827  0.19
C  3.993565  0.418665  -2.112636  -0.26
H  1.286309  2.441627  2.167295  -0.01
H  -3.428947  -1.487139  -0.649676  0.20
H  -1.436898  -0.270802  3.346608  0.26
H  -0.443696  1.160092  -3.892746  0.19
H  2.681418  -5.134693  3.909934  0.19
N  0.118053  -1.906405  1.997976  -0.55
C  -3.639091  -2.854147  3.481140  -0.28
C  -1.516310  -1.981479  -4.457660  -0.40

Forces on the atoms, in the same order (eV/Å):
-0.015 0.004 -0.046
-0.070 -0.083 0.081
0.056 -0.003 -0.506
0.035 0.064 -0.098
0.196 0.332 0.514
0.597 0.148 -0.451
0.068 -0.722 0.424
-0.213 0.268 -0.142
0.353 -0.701 0.280
-0.872 -0.641 0.485
0.117 -0.018 -0.011
-1.089 0.860 -0.530
-0.054 0.026 0.046
0.039 -0.003 -0.010
0.030 -0.129 0.045
-0.600 0.155 0.156
-0.075 0.127 0.029
0.016 0.069 0.007
-0.056 0.052 0.021
0.193 0.075 -0.040
0.138 0.060 -0.069
-0.359 -0.374 -0.120
-0.310 -0.364 1.001
1.907 1.070 0.204
-0.422 -0.334 0.466
0.287 -0.061 -0.144
-0.523 -1.161 -1.016
1.165 1.355 -1.335
0.090 0.057 -0.019
-0.458 -1.968 1.550
-0.017 0.064 -0.007
-0.010 -0.017 0.054
-0.098 -0.061 0.232
0.270 -0.158 -0.051
0.215 0.088 -0.048
0.004 -0.088 0.092
0.005 0.597 -0.559
-0.236 -0.138 0.197
0.396 -0.763 0.382
-0.182 -0.183 0.121
0.094 0.066 -0.095
-0.026 -0.063 -0.038
-0.210 1.392 -0.865
-0.439 0.583 0.010
-0.005 -0.045 0.081
-0.155 -0.289 0.349
-0.667 -0.293 0.168
-0.065 -0.019 0.129
0.043 0.204 -0.021
-0.028 0.109 -0.037
-0.097 0.047 -0.018
0.844 0.405 -0.453
-0.226 0.040 0.048
0.420 0.361 -0.443

## Properties
orbital gap: 4.90 eV
electronic energy: -53116.419 eV
max |F|: 0.050 hartree/bohr
total charge: -2

=====

The following is a DFT calculation (wB97M-V/def2-TZVPD) of a cluster of 15 separate species, H30O15 in total.

Last column: natural (NBO) charge in e.
Element x y z (Å)
H  2.245578  -1.737978  0.221822  0.49
O  -0.212422  1.421022  -2.902178  -0.94
H  1.026578  -1.346978  -3.269178  0.49
H  -3.142422  2.597022  0.289822  0.47
H  2.814578  -0.333978  2.896822  0.48
H  -2.041422  -0.561978  2.374822  0.49
O  -0.078422  0.234022  -0.246178  -1.02
H  0.752578  2.647022  1.707822  0.49
O  0.890578  -3.859978  -1.690178  -0.97
H  -1.164422  -1.483978  -2.446178  0.49
H  0.364578  2.201022  -2.887178  0.47
O  -2.567422  -0.641978  -1.378178  -0.94
H  -1.000422  3.520022  0.337822  0.48
H  1.477578  2.477022  2.967822  0.46
H  1.809578  0.997022  -0.348178  0.47
H  -0.021422  0.973022  -2.058178  0.47
H  0.340578  -0.540978  -0.566178  0.51
H  -1.906422  -0.405978  -0.729178  0.48
H  -2.086422  2.166022  3.617822  0.46
H  -0.191422  -2.649978  -2.362178  0.48
H  2.826578  -1.152978  -1.128178  0.53
H  -0.410422  2.182022  -0.112178  0.51
O  -0.183422  3.088022  0.172822  -0.98
O  1.572578  2.398022  2.013822  -0.94
H  2.359578  -1.726978  -3.924178  0.45
O  -1.120422  -0.315978  2.379822  -0.96
H  -2.565422  2.125022  1.574822  0.47
H  -0.776422  -0.727978  3.175822  0.50
H  1.601578  0.541022  2.465822  0.50
H  1.729578  2.447022  -0.481178  0.48
H  -3.031422  -1.333978  -0.956178  0.45
O  -0.583422  -1.964978  -2.970178  -0.97
O  1.995578  -1.526978  -0.726178  -0.99
O  1.881578  -0.389978  2.680822  -1.00
O  -2.856422  1.801022  0.731822  -0.97
H  -1.865422  -2.972978  0.773822  0.47
H  1.262578  -3.052978  -1.301178  0.49
O  -1.082422  -2.603978  0.306822  -0.94
H  1.281578  -4.566978  -1.207178  0.47
H  -0.363422  -2.802978  0.859822  0.47
O  -1.572422  2.461022  2.919822  -0.93
O  1.820578  -0.992978  -3.662178  -0.97
H  -1.223422  1.583022  2.802822  0.48
O  2.370578  1.722022  -0.589178  -0.95
H  -0.377422  0.115022  0.667822  0.51

Forces on the atoms, in the same order (eV/Å):
-0.334 0.616 -1.427
0.165 0.295 0.499
-1.073 -0.272 -0.090
-0.379 0.099 -0.549
0.100 0.155 0.008
-0.667 -0.076 -0.343
-1.121 1.834 0.683
-3.172 1.259 -1.804
-0.198 0.505 -0.315
-2.179 1.625 1.468
-0.127 -0.426 -0.061
0.263 0.829 -0.830
-1.061 0.538 0.105
0.236 0.313 0.211
-0.306 -0.869 0.205
-0.132 0.328 -0.630
0.866 -1.522 -0.263
0.460 0.523 0.181
-2.339 0.319 2.856
-1.055 0.574 -1.060
-1.304 -0.359 0.203
-0.154 0.377 -0.096
0.994 -0.852 -0.310
3.010 -1.485 2.282
0.232 -0.633 -0.241
0.193 0.324 0.377
0.368 0.385 0.925
0.532 -0.143 0.086
0.653 -0.788 -0.167
0.674 0.045 -0.075
-0.955 -1.234 0.455
2.524 -2.417 -0.519
1.669 -0.113 1.457
-0.697 0.531 -0.151
-0.389 -0.601 -0.876
0.842 0.275 -0.561
0.372 0.074 -0.084
-2.430 0.055 -0.497
0.339 -0.949 0.437
1.539 -0.467 1.176
1.270 0.720 -0.989
1.189 1.093 0.018
1.353 -0.937 -1.219
0.022 0.935 -0.370
0.206 -0.484 -0.103

## Properties
orbital gap: 9.23 eV
electronic energy: -31199.752 eV
relative energy (zero: lowest compared OMol25 entry of this formula, charge and spin): 184.6 kJ/mol
max |F|: 0.079 hartree/bohr